The following is a DFT calculation (ωB97M-V with the def2-TZVPD basis set) of a gas-phase ion, C3H8N5O (charge +1) in a non-equilibrium geometry.

```
17
Properties=species:S:1:pos:R:3:forces:R:3
O -2.1530 -0.1507 0.8128 -1.9 0.1 0.4
C -0.9977 -0.2886 0.1979 1.5 2.6 -1.2
N -1.0049 -0.9101 -1.0385 0.8 -1.2 0.4
N 0.1580 -1.2255 -1.6231 0.1 -0.1 -0.3
C 1.2629 -0.9783 -1.0185 -0.3 -0.3 0.6
C 1.2292 -0.3536 0.4151 -3.2 0.3 -2.9
N 0.0176 -0.7484 1.0353 1.6 -0.5 0.9
N 0.8820 1.2650 0.2435 2.0 -0.8 -0.4
N -0.4302 1.2316 -0.1903 -1.8 -0.6 -0.5
H -2.8876 0.0996 0.2141 0.5 -0.3 0.4
H -1.8379 -0.8475 -1.5631 -0.5 -0.3 -1.1
H 2.1674 -1.4772 -1.4322 -0.6 0.9 0.4
H 2.1130 -0.4232 0.9172 2.2 -0.3 1.7
H -0.0499 -0.3534 1.9696 -0.4 -0.4 0.1
H 1.0464 1.6407 1.1447 -0.1 0.8 1.5
H 1.6325 1.6976 -0.3429 -1.3 -0.2 -0.4
H -1.1479 1.8221 0.2584 1.5 0.4 0.3
```
Positions in Å, forces in eV/Å.

Output
**Frontier orbital gap**: 9.9155 eV
**Energy relative to the best compared isomer or geometry (same formula, charge and spin)**: 25.4 kcal per mole
**Total charge**: +1
**E_tot**: -467.77337 Eh
**Largest force on an atom**: 4.35 eV Å⁻¹
**Structure (SMILES)**: O[C@]12NN=C[C@H](N1)[NH2+]N2

natural (NBO) population analysis, charges in e, atoms 1 to 2: -0.652, 0.671